(1)
Here is a molecular structure, C16H30O6SSeSiZn from the OMol25 dataset. Energies are from ωB97M-V/def2-TZVPD.

Last column: Löwdin charge in e.
CARTESIAN COORDINATES (ANGSTROEM)
Zn (0.7189, -0.4381, 1.1314)  0.477
C (0.0215, -2.6220, 3.3114)  -0.056
O (0.9030, -1.5286, 3.0301)  -0.259
C (2.2830, -1.8439, 3.2078)  -0.163
C (2.8619, -2.4193, 1.9349)  -0.166
O (2.7394, -1.3949, 0.9599)  -0.227
C (3.1210, -1.7744, -0.3600)  -0.161
C (2.9256, -0.5757, -1.2528)  -0.205
O (1.5415, -0.3210, -1.3506)  -0.257
C (1.2551, 0.8348, -2.1211)  -0.091
H (0.1868, -2.9579, 4.3368)  0.099
H (0.1745, -3.4447, 2.6113)  0.095
H (-0.9905, -2.2462, 3.1995)  0.090
H (2.4037, -2.5344, 4.0451)  0.134
H (2.7817, -0.9020, 3.4392)  0.133
H (2.3123, -3.3100, 1.6110)  0.134
H (3.9158, -2.6804, 2.0757)  0.140
H (2.4941, -2.6047, -0.6976)  0.133
H (4.1722, -2.0787, -0.3593)  0.137
H (3.3460, -0.7871, -2.2442)  0.136
H (3.4448, 0.2939, -0.8303)  0.128
H (1.6639, 0.7278, -3.1318)  0.096
H (1.6653, 1.7293, -1.6446)  0.065
H (0.1714, 0.9212, -2.1786)  0.079
C (-2.5453, 0.5097, -5.2122)  -0.048
C (-2.2735, -0.1088, -3.8683)  -0.272
C (-1.6054, -1.3274, -3.7618)  -0.032
C (-1.3305, -1.8870, -2.5256)  -0.045
C (-1.7264, -1.2208, -1.3754)  -0.275
C (-2.3982, -0.0118, -1.4563)  -0.063
C (-2.6702, 0.5361, -2.7008)  -0.038
S (-1.3449, -1.9143, 0.2057)  0.504
O (-2.1794, -3.0591, 0.4215)  -0.267
O (-1.4849, -0.7965, 1.1680)  -0.366
O (0.1135, -2.2197, 0.1655)  -0.353
H (-2.3998, -0.2107, -6.0161)  0.075
H (-1.8751, 1.3527, -5.3924)  0.084
H (-3.5667, 0.8865, -5.2713)  0.081
H (-1.2946, -1.8437, -4.6623)  0.113
H (-0.8011, -2.8280, -2.4501)  0.124
H (-2.6992, 0.4903, -0.5464)  0.106
H (-3.1946, 1.4827, -2.7627)  0.120
C (0.0873, 4.4742, 2.7257)  -0.239
Si (-0.4026, 2.8850, 1.8631)  0.103
C (-1.5693, 1.9209, 2.9666)  -0.218
C (-1.2659, 3.3136, 0.2530)  -0.217
Se (1.5177, 1.7533, 1.4378)  0.423
H (-0.7891, 5.1120, 2.8700)  0.029
H (0.8241, 5.0336, 2.1467)  0.025
H (0.5203, 4.2635, 3.7054)  0.027
H (-2.2423, 2.6105, 3.4840)  0.030
H (-1.0245, 1.3490, 3.7207)  0.028
H (-2.1711, 1.2129, 2.3955)  0.010
H (-2.1916, 3.8673, 0.4326)  0.033
H (-1.5112, 2.4064, -0.3041)  -0.003
H (-0.6181, 3.9243, -0.3793)  0.030

Kohn-Sham gap	0.3016	Eh
HOMO level	-7.867	eV
ΔE to the lowest compared entry with this formula, charge and spin	0.0	kcal per mole


(2)
Here is 5 unconnected molecules or ions with the total composition C16H30O7 at a distorted geometry from the OMol25 dataset. Energies are from ωB97M-V/def2-TZVPD.

Last column: Löwdin charge in e.
CARTESIAN COORDINATES (ANGSTROEM)
C (1.9991, -3.1288, -4.8698)  -0.023
C (3.0220, -2.1158, -5.4294)  -0.245
C (2.5937, -1.5519, -6.7690)  -0.127
O (2.7284, -0.1906, -6.7421)  0.133
C (3.1009, 0.2055, -5.6351)  -0.574
O (3.3507, 1.4327, -5.3906)  0.070
O (3.1608, -0.8166, -4.7248)  0.084
H (2.4293, -3.7825, -4.1110)  0.080
H (1.4173, -3.7294, -5.5690)  0.083
H (1.1447, -2.5808, -4.4725)  0.088
H (3.9775, -2.6275, -5.5448)  0.147
H (1.5588, -1.6737, -7.0887)  0.142
H (3.1634, -1.9815, -7.5930)  0.141
C (-4.3067, -6.9762, -2.2222)  -0.032
C (-5.7517, -6.5142, -2.3126)  -0.482
O (-5.9896, -5.3484, -2.1612)  0.070
C (-6.8374, -7.5556, -2.7391)  -0.014
H (-3.7537, -6.5166, -1.4031)  0.084
H (-3.7326, -6.7094, -3.1095)  0.081
H (-4.1608, -8.0469, -2.3649)  0.068
H (-6.5965, -8.6152, -2.8251)  0.067
H (-7.3523, -7.3754, -3.6828)  0.078
H (-7.4386, -7.3419, -1.8554)  0.081
C (6.7456, -1.6091, 8.3985)  -0.022
C (5.1901, -1.7369, 8.2671)  -0.474
O (4.5646, -1.2678, 9.1879)  0.055
C (4.5772, -2.5707, 7.1321)  -0.018
H (6.9304, -0.5376, 8.3223)  0.077
H (7.2463, -2.0499, 7.5366)  0.062
H (7.0456, -2.0498, 9.3493)  0.079
H (5.0488, -2.5932, 6.1497)  0.075
H (3.5929, -2.1039, 7.0942)  0.079
H (4.5296, -3.5867, 7.5241)  0.086
C (-0.6816, 8.6280, -0.0626)  -0.022
C (-0.4458, 9.9873, 0.6007)  -0.495
O (0.6942, 10.2882, 1.0156)  0.032
C (-1.5641, 10.9297, 0.6884)  -0.032
H (-1.3438, 8.0615, 0.5921)  0.082
H (0.2828, 8.1476, -0.2278)  0.081
H (-1.1689, 8.8312, -1.0162)  0.079
H (-1.0437, 11.5710, 1.3996)  0.090
H (-2.4645, 10.4940, 1.1215)  0.089
H (-1.8018, 11.3480, -0.2897)  0.096
C (-3.0204, 2.3907, 2.3554)  -0.025
C (-2.1088, 1.1970, 2.0283)  -0.484
O (-1.6840, 0.5342, 2.9332)  0.075
C (-1.7933, 0.8271, 0.6020)  -0.031
H (-2.5714, 3.3631, 2.1534)  0.075
H (-3.1605, 2.4802, 3.4326)  0.075
H (-4.0022, 2.3674, 1.8824)  0.077
H (-0.9582, 1.3690, 0.1582)  0.087
H (-2.5762, 1.0757, -0.1146)  0.070
H (-1.7861, -0.2444, 0.4018)  0.083

Kohn-Sham gap	0.3648	Eh
HOMO level	-9.464	eV
ΔE to the lowest compared entry with this formula, charge and spin	36.6	kcal per mole
SMILES	C[C@H]1COC(=O)O1.CC(C)=O.CC(C)=O.CC(C)=O.CC(C)=O


(3)
Here is a molecular structure, C16H31AuGeNO4Si3 at a distorted geometry from the OMol25 dataset. Energies are from ωB97M-V/def2-TZVPD.

Last column: Löwdin charge in e.
CARTESIAN COORDINATES (ANGSTROEM)
Au (0.9112, 2.0638, -0.5805)  0.722
O (3.0461, 4.5374, 2.3992)  0.183
C (2.4270, 3.6268, 1.6808)  -0.451
O (1.3221, 3.7698, 1.1985)  0.040
C (3.2279, 2.3634, 1.5189)  -0.165
C (4.5087, 2.2253, 2.0193)  0.055
C (5.1832, 1.0344, 1.7828)  0.027
C (4.5431, 0.0240, 1.0902)  0.056
C (3.2428, 0.2343, 0.6499)  -0.147
N (2.6058, 1.3860, 0.8523)  0.081
C (2.5212, -0.8902, -0.0682)  -0.503
O (3.1335, -1.8269, -0.4947)  0.148
O (1.1967, -0.7929, -0.1309)  -0.374
H (2.5024, 5.3382, 2.4714)  0.164
H (4.9634, 3.0353, 2.5716)  0.138
H (6.1973, 0.9032, 2.1365)  0.136
H (5.0209, -0.9216, 0.8737)  0.140
C (0.4109, -3.6423, -1.4358)  -0.145
Si (-0.5325, -2.8977, -0.0655)  0.658
C (0.1978, -3.0186, 1.6099)  -0.147
C (-2.3544, -3.1490, -0.0764)  -0.170
Ge (-0.4702, -0.0740, -0.5428)  0.804
Si (-1.5864, -0.0484, -2.9367)  0.471
C (-0.5655, -1.1285, -4.0152)  -0.196
C (-1.4138, 1.7778, -3.1957)  -0.211
C (-3.3009, -0.6124, -2.5801)  -0.187
Si (-1.7352, 1.0888, 1.4217)  0.439
C (-3.3161, 0.1506, 1.5826)  -0.205
C (-1.9865, 2.8273, 0.8311)  -0.205
C (-0.4959, 0.8439, 2.7717)  -0.201
H (0.6359, -4.6770, -1.1471)  0.075
H (1.3614, -3.1281, -1.5823)  0.038
H (-0.1480, -3.6638, -2.3696)  0.033
H (0.0680, -4.0537, 1.9492)  0.072
H (-0.2901, -2.3621, 2.3317)  0.037
H (1.2645, -2.7987, 1.5923)  0.046
H (-2.5561, -4.0617, 0.5003)  0.072
H (-2.7324, -3.3049, -1.0870)  0.038
H (-2.9064, -2.3335, 0.3916)  0.018
H (0.5022, -0.9405, -3.8927)  0.048
H (-0.8215, -0.9324, -5.0628)  0.056
H (-0.7620, -2.1826, -3.8191)  0.023
H (-0.4820, 2.1671, -2.7827)  -0.018
H (-2.2464, 2.3238, -2.7477)  0.045
H (-1.4106, 1.9876, -4.2715)  0.057
H (-3.3321, -1.5612, -2.0483)  0.007
H (-3.8137, -0.7564, -3.5395)  0.063
H (-3.8659, 0.1299, -2.0124)  0.043
H (-3.7697, -0.0818, 0.6157)  0.025
H (-4.0270, 0.7804, 2.1303)  0.057
H (-3.1889, -0.7773, 2.1436)  0.039
H (-2.8214, 2.8913, 0.1298)  0.045
H (-1.1003, 3.2540, 0.3658)  -0.017
H (-2.2340, 3.4568, 1.6942)  0.059
H (-0.4957, -0.1890, 3.1233)  0.028
H (-0.7390, 1.4853, 3.6261)  0.054
H (0.5068, 1.1008, 2.4293)  0.004

<S²>	0.77
net charge	+2
Kohn-Sham gap (alpha / beta)	0.2238 / 0.2044	Eh
HOMO level (alpha / beta)	-14.017 / -14.040	eV
spin multiplicity	2


(4)
Here is a molecular structure, C16H31BCdO5 at a distorted geometry from the OMol25 dataset. Energies are from ωB97M-V/def2-TZVPD.

Last column: Löwdin charge in e.
CARTESIAN COORDINATES (ANGSTROEM)
C (-2.5263, 1.0256, -1.0836)  -0.097
C (-2.5834, 0.4711, -2.4928)  -0.306
C (-1.2389, 0.3581, -3.2084)  -0.183
C (-0.5212, 1.7099, -3.2248)  -0.162
C (0.4835, 2.0536, -2.1113)  -0.188
C (1.3046, 0.9270, -1.4915)  -0.171
C (2.3017, 1.4892, -0.4571)  -0.068
C (2.3536, 0.7153, 0.8345)  -0.433
O (3.0404, 1.3521, 1.8662)  0.189
B (4.0086, 2.3422, 1.6982)  -0.776
O (3.9672, 3.4454, 2.5242)  0.194
O (4.9416, 2.1935, 0.7222)  0.226
C (0.9898, 0.2484, 1.3892)  -0.029
C (1.0855, -1.2801, 1.3595)  -0.200
C (0.3124, -2.1084, 2.3738)  -0.101
C (-0.7548, -2.9416, 1.6277)  -0.140
C (-2.1973, -2.4017, 1.7079)  -0.304
C (-2.2931, -0.8988, 1.9414)  -0.051
C (-2.7356, -2.8166, 0.2850)  -0.082
C (2.5974, -1.4627, 1.3643)  -0.430
O (3.2302, -2.3315, 1.8831)  0.193
O (3.0596, -0.5128, 0.5452)  0.128
H (-2.0654, 0.3330, -0.3756)  0.040
H (-2.0261, 1.9879, -1.0467)  0.098
H (-3.5599, 1.2294, -0.6901)  0.112
H (-3.1870, 1.1384, -3.1061)  0.145
H (-3.0859, -0.5220, -2.5158)  -0.123
H (-0.6168, -0.4595, -2.8496)  0.115
H (-1.5014, 0.1022, -4.2328)  0.124
H (-0.0201, 1.8478, -4.1780)  0.130
H (-1.3235, 2.4503, -3.2181)  0.120
H (0.0115, 2.6840, -1.3562)  0.108
H (1.2403, 2.6866, -2.5708)  0.130
H (1.8716, 0.4772, -2.3051)  0.132
H (0.7095, 0.1157, -1.0672)  0.082
H (3.3046, 1.5003, -0.8672)  0.133
H (2.0251, 2.5231, -0.2545)  0.141
H (4.4113, 3.3241, 3.3682)  0.120
H (5.4055, 3.0208, 0.5527)  0.132
H (0.9117, 0.6085, 2.4116)  0.147
H (0.1475, 0.6787, 0.8516)  0.097
H (0.8810, -1.6168, 0.3409)  0.139
H (-0.0991, -1.4724, 3.1490)  0.121
H (0.9688, -2.8205, 2.8743)  0.131
H (-0.4415, -2.9480, 0.5871)  0.090
H (-0.7449, -3.9831, 1.9429)  0.135
H (-2.8168, -2.9131, 2.4382)  0.151
H (-3.1727, -0.4720, 1.4563)  0.073
H (-1.4064, -0.3833, 1.5933)  0.051
H (-2.4107, -0.6784, 2.9967)  0.109
H (-3.6679, -3.3888, 0.2894)  0.094
H (-2.0138, -3.3369, -0.3340)  0.081
H (-2.8562, -1.7861, -0.1470)  -0.026
Cd (-3.6979, -1.5039, -1.7904)  1.661

net charge	+2
Kohn-Sham gap	0.1227	Eh
HOMO level	-14.715	eV


Number 1: total energy -161843.8305 eV. Number 2: total energy -31407.9774 eV. Number 3: total energy -110602.7741 eV. Number 4: total energy -32554.0240 eV.